1.
Molecular formula: C3H10N2S
Method: DFT, the ωB97M-V functional and the def2-TZVPD basis

As for the total charge: 0. For the LUMO energy, the calculation gives 0.5 eV. As for the frontier orbital gap: 0.2915 Eh. The value obtained for the HOMO energy is -7.470 eV. As for the structure (SMILES): CN=S.CCN. Its multiplicity is 1.

Structure (XYZ):
```
16
Properties=species:S:1:pos:R:3:mulliken_charge:R:1
C 3.3402 -1.0526 0.4840 -0.605
N 2.2344 -0.7547 -0.5643 -0.251
S 1.3988 0.5160 -0.3860 -0.021
H 3.3128 -0.3715 1.3531 0.300
H 3.1740 -2.0466 0.7967 0.240
H 4.2404 -1.0016 -0.1304 0.231
C -2.2150 0.2319 -1.2258 -1.059
C -1.8524 0.1860 0.2446 -0.375
N -0.7250 0.9614 0.5960 -0.521
H -2.6159 1.2291 -1.3071 0.287
H -1.4474 0.1421 -1.9149 0.357
H -3.0762 -0.4325 -1.2658 0.309
H -2.7845 0.3519 0.8180 0.317
H -1.6352 -0.8928 0.4899 0.258
H -0.7526 1.9963 0.4266 0.286
H -0.5965 0.9375 1.5853 0.249
```

---

2.
Molecular formula: C3H10N2S
Method: DFT, the ωB97M-V functional and the def2-TZVPD basis

As for the total charge: 0. For the LUMO energy, the calculation gives 0.8 eV. As for the frontier orbital gap: 0.3376 Eh. The value obtained for the HOMO energy is -8.402 eV. As for the structure (SMILES): C/N=C\N.CS. Its multiplicity is 1.

Structure (XYZ):
```
16
Properties=species:S:1:pos:R:3:mulliken_charge:R:1
C -0.3426 -1.4525 -1.8211 -0.847
N 0.0094 -0.1963 -1.1543 -0.454
C 1.0796 -0.1512 -0.4679 0.310
N 2.2687 -0.7879 -0.7216 -0.432
H -0.1689 -1.3311 -2.8967 0.292
H -1.3844 -1.6995 -1.6191 0.245
H 0.2437 -2.3012 -1.4555 0.336
H 1.1027 0.4309 0.4577 0.123
H 2.4109 -1.0500 -1.6746 0.220
H 3.0620 -0.4576 -0.1972 0.245
C -1.2654 1.7772 2.3491 -0.753
S -2.2827 0.7095 1.2766 -0.189
H -1.0975 2.7323 1.8612 0.268
H -1.7931 1.8434 3.2987 0.299
H -0.3134 1.3097 2.6108 0.241
H -1.5292 0.6241 0.1537 0.096
```

---

3.
Molecular formula: C3H10N2S2
Method: DFT, the ωB97M-V functional and the def2-TZVPD basis

As for the total charge: 0. For the LUMO energy, the calculation gives 0.6 eV. As for the frontier orbital gap: 0.3525 Eh. The value obtained for the HOMO energy is -8.987 eV. As for the structure (SMILES): [H]/N=C/N.CSSC. Its multiplicity is 1.

Structure (XYZ):
```
17
Properties=species:S:1:pos:R:3:mulliken_charge:R:1
H -0.9653 0.4045 1.4952 0.299
N -1.8023 -0.1569 1.3414 -0.763
C -1.5592 -0.9686 0.3920 0.350
N -2.4834 -1.8332 -0.1336 -0.460
H -0.5889 -1.0209 -0.1091 0.093
H -3.3643 -1.8776 0.3562 0.254
H -2.1206 -2.7083 -0.4684 0.243
C 0.1046 1.8883 -1.4227 -0.625
S 1.9346 1.8864 -1.1693 -0.090
S 2.2366 -0.1504 -0.8241 -0.110
C 2.2752 -0.2733 0.9938 -0.634
H -0.0661 1.1776 -2.2218 0.258
H -0.3684 1.6711 -0.4746 0.121
H -0.1434 2.8891 -1.7719 0.334
H 1.2761 -0.2603 1.4224 0.125
H 2.7676 -1.2182 1.2134 0.293
H 2.8671 0.5507 1.3811 0.312
```

---

4.
Molecular formula: C3H10N2S2
Method: DFT, the ωB97M-V functional and the def2-TZVPD basis

As for the total charge: 0. For the LUMO energy, the calculation gives 0.2 eV. As for the frontier orbital gap: 0.3202 Eh. The value obtained for the HOMO energy is -8.547 eV. As for the structure (SMILES): NC[C@H](N)CSS. Its multiplicity is 1.

Structure (XYZ):
```
17
Properties=species:S:1:pos:R:3:mulliken_charge:R:1
N -2.5468 1.8020 -1.0547 -0.643
C -2.3006 0.7247 0.0505 -0.456
C -0.9130 0.1091 -0.2365 -0.208
N -0.8284 -0.8373 -1.3626 -0.631
C -0.3158 -0.4153 1.2561 -0.751
S 1.3350 -1.1134 1.0463 -0.049
S 2.2025 0.2989 -0.2828 -0.187
H -2.0718 1.3225 -1.8514 0.275
H -3.6269 1.8315 -1.1495 0.268
H -2.1958 1.1898 1.0223 0.271
H -3.1238 -0.0261 0.1160 0.317
H -0.2186 0.9691 -0.4239 0.269
H -0.3661 -1.7140 -1.1345 0.250
H -0.2666 -0.4910 -2.1360 0.271
H -0.1584 0.5953 1.9010 0.366
H -1.1237 -1.0421 1.6215 0.400
H 1.3551 1.1321 0.3175 0.239
```

---

5.
Molecular formula: C3H10N3
Method: DFT, the ωB97M-V functional and the def2-TZVPD basis

As for the total charge: +1. For the LUMO energy (alpha / beta), the calculation gives -4.8 / -4.8 eV. As for the frontier orbital gap (alpha / beta): 0.2982 / 0.2980 Eh. The value obtained for the HOMO energy (alpha / beta) is -12.919 / -12.920 eV. Its multiplicity is 1.

Structure (XYZ):
```
16
Properties=species:S:1:pos:R:3:mulliken_charge:R:1
C -1.8492 0.4892 0.1689 -0.132
C 1.7417 -1.1460 0.3039 -0.674
C 1.3171 1.2176 0.0360 -0.728
N -2.8497 -0.2205 -0.1226 -0.132
N -0.2573 -0.2099 -0.6558 -0.537
N 0.9719 -0.0751 -0.2726 0.387
H -2.0060 1.5620 0.0722 0.268
H 1.1171 -1.5937 1.0216 0.312
H 1.9497 -1.9663 -0.4100 0.308
H 2.6593 -0.6908 0.5966 0.270
H 1.2043 1.9131 -0.8052 0.300
H 0.6866 1.5536 0.8169 0.320
H 2.4147 1.1897 0.2491 0.301
H -3.5879 0.2827 -0.4407 0.233
H -0.6799 -1.0920 -0.4402 0.262
H -2.8322 -1.2137 -0.1180 0.242
```

---

6.
Molecular formula: C3H10N3
Method: DFT, the ωB97M-V functional and the def2-TZVPD basis

As for the total charge: +2. For the LUMO energy (alpha / beta), the calculation gives -9.6 / -13.6 eV. As for the frontier orbital gap (alpha / beta): 0.2699 / 0.1248 Eh. The value obtained for the HOMO energy (alpha / beta) is -16.966 / -16.957 eV. The expectation value of S² is 0.7768. Its multiplicity is 2.

Structure (XYZ):
```
16
Properties=species:S:1:pos:R:3:lowdin_spin:R:1
C 0.9365 -0.6181 -0.3021 0.067
C 1.7849 0.3819 -0.7520 0.463
N 1.1987 1.6826 -1.1643 0.057
N 1.3400 -1.8291 0.1812 0.365
H -0.1565 -0.3869 -0.3534 -0.002
H 2.8826 0.3371 -0.6775 0.011
H 1.3551 1.9754 -2.1422 0.012
H 0.1809 1.5888 -1.0467 0.000
H 1.5473 2.4564 -0.5856 0.010
H 2.2537 -1.7942 0.6120 0.008
H 0.6694 -2.2323 0.8157 0.009
C -2.3315 0.5271 0.9995 0.000
N -3.0895 -0.5144 1.2024 0.001
H -2.0233 1.1090 1.8387 0.000
H -1.9619 0.7918 0.0370 0.000
H -3.2319 -0.9645 0.2949 0.000
```

---

7.
Molecular formula: C3H10N3O
Method: DFT, the ωB97M-V functional and the def2-TZVPD basis

As for the total charge: +1. For the LUMO energy, the calculation gives -3.3 eV. As for the frontier orbital gap: 0.4161 Eh. The value obtained for the HOMO energy is -14.621 eV. As for the structure (SMILES): C[C@H](/N=C\O)[NH2+]N. Its multiplicity is 1.

Structure (XYZ):
```
17
Properties=species:S:1:pos:R:3:mulliken_charge:R:1
C -0.2388 -1.4758 0.1563 -0.998
C 0.1001 0.0138 -0.0164 0.059
N -0.3186 0.7988 1.0803 -0.553
C 0.2013 0.8721 2.2557 0.114
O 1.2666 0.2449 2.7672 -0.455
N -0.4220 0.8363 -1.1854 -0.002
N -0.2434 0.5042 -2.6036 -0.670
H -0.5184 -1.8387 1.1282 0.363
H 0.6779 -2.0550 -0.2433 0.295
H -1.0569 -1.7165 -0.5994 0.324
H 1.2290 0.0744 -0.1709 0.384
H -0.3600 1.5662 2.9061 0.375
H 1.6236 -0.5198 2.3214 0.349
H -1.4695 1.0056 -0.9843 0.451
H -0.1028 1.7461 -1.1355 0.384
H -0.9786 0.0818 -3.0846 0.276
H 0.6106 -0.1382 -2.5918 0.302
```

---

8.
Molecular formula: C3H10N3O2
Method: DFT, the ωB97M-V functional and the def2-TZVPD basis

As for the total charge: +1. For the LUMO energy, the calculation gives -3.3 eV. As for the frontier orbital gap: 0.4470 Eh. The value obtained for the HOMO energy is -15.491 eV. Its multiplicity is 1.

Structure (XYZ):
```
18
Properties=species:S:1:pos:R:3:mulliken_charge:R:1
C 1.5539 0.1032 0.0443 0.734
C -2.4361 -1.4098 0.2788 -0.833
C -0.4168 1.4666 -0.9156 0.544
N 2.4906 -0.7381 -0.3482 -0.405
N 1.3566 0.4316 1.2709 -0.335
N 0.7419 0.6343 -0.9390 -0.208
O -1.0359 1.5764 -1.9142 -0.454
O -0.6859 1.9162 0.2967 -0.501
H -3.3723 -0.7919 0.2564 0.234
H -2.5451 -2.5104 0.2229 0.313
H -1.8918 -1.2110 1.2590 0.195
H 3.3740 -1.1010 0.1942 0.264
H 2.5996 -1.0545 -1.2730 0.205
H 1.8614 0.0023 2.1397 0.294
H 0.5601 0.9651 1.6337 0.252
H 1.0582 0.4584 -1.8879 0.208
H -1.6304 -1.1181 -0.4571 0.090
H -1.5821 2.3807 0.1384 0.403
```

---

9.
Molecular formula: C3H10N3O7Sn
Method: DFT, the ωB97M-V functional and the def2-TZVPD basis

As for the total charge: +1. For the LUMO energy, the calculation gives -8.6 eV. As for the frontier orbital gap: 0.1222 Eh. The value obtained for the HOMO energy is -11.880 eV. Its multiplicity is 1.

Structure (XYZ):
```
24
Properties=species:S:1:pos:R:3:mulliken_charge:R:1
Sn 8.5557 25.7499 -1.0051 1.093
O 4.8314 28.7972 -2.1872 -0.412
H 5.3597 29.5970 -2.3765 0.319
C 11.0445 32.4250 -6.1520 -0.641
N 9.9228 31.4337 -6.3923 0.807
O 9.6239 30.5809 -5.5314 -0.532
O 9.4055 31.5556 -7.4507 -0.467
H 11.6178 32.0626 -5.2987 0.281
H 10.5738 33.3840 -5.9354 0.270
H 11.7055 32.4837 -7.0167 0.283
C 7.7120 34.8864 2.2194 -0.647
N 7.2492 34.2166 1.0043 0.792
O 6.0526 33.8937 0.9994 -0.485
O 8.0606 34.0357 0.0816 -0.507
H 8.7744 34.6530 2.2897 0.289
H 7.3045 34.4697 3.1404 0.286
H 7.4969 35.9510 2.1274 0.272
C 4.2348 33.3685 -4.9026 -0.652
N 2.9895 32.5349 -4.7064 0.778
O 2.5501 31.8852 -5.6691 -0.479
O 2.4184 32.5522 -3.5909 -0.482
H 4.5388 33.3126 -5.9479 0.309
H 5.0350 32.9793 -4.2732 0.251
H 3.9928 34.3947 -4.6260 0.274
```

---

10.
Molecular formula: C3H10N3P
Method: DFT, the ωB97M-V functional and the def2-TZVPD basis

As for the total charge: 0. For the LUMO energy, the calculation gives 1.2 eV. As for the frontier orbital gap: 0.3585 Eh. The value obtained for the HOMO energy is -8.584 eV. As for the structure (SMILES): NN1NCCCP1. Its multiplicity is 1.

Structure (XYZ):
```
17
Properties=species:S:1:pos:R:3:mulliken_charge:R:1
N 2.6990 -0.0861 0.9674 -0.551
N 1.0706 -0.0364 0.7742 -0.065
N 0.7246 -0.9309 -0.2571 -0.417
C -0.6783 -1.2105 -0.3256 -0.561
C -1.5661 0.0665 -0.6883 -0.489
C -1.2642 1.1179 0.4023 -1.028
P 0.5769 1.6149 0.4773 0.057
H 3.1362 -0.3320 0.0405 0.264
H 2.8095 -0.8894 1.4525 0.266
H 1.0398 -0.4712 -1.1373 0.317
H -0.9876 -1.7591 0.6707 0.311
H -0.7698 -1.9205 -1.0761 0.353
H -1.3002 0.4484 -1.6407 0.353
H -2.6289 -0.1073 -0.4494 0.286
H -1.7755 2.0882 0.3802 0.404
H -1.5418 0.7512 1.2929 0.526
H 0.4559 1.6563 -0.8834 -0.024
```

---

11.
Molecular formula: C3H10N3S
Method: DFT, the ωB97M-V functional and the def2-TZVPD basis

As for the total charge: +1. For the LUMO energy, the calculation gives -3.9 eV. As for the frontier orbital gap: 0.3467 Eh. The value obtained for the HOMO energy is -13.309 eV. Its multiplicity is 1.

Structure (XYZ):
```
17
Properties=species:S:1:pos:R:3:mulliken_charge:R:1
C 1.2130 -0.2225 0.5255 -0.733
C -0.1083 0.7632 -1.1712 0.006
C -2.2972 0.9767 1.0343 -0.806
N 1.0038 0.8068 -0.4275 -0.132
N 1.1600 -1.5267 -0.1381 -0.310
N 0.1399 -1.4437 -1.1037 -0.307
S -1.7182 0.9477 -0.7736 0.057
H 2.1037 -0.0441 0.9817 0.504
H 0.4176 -0.1208 1.2381 0.235
H 0.0318 0.9767 -2.1540 0.373
H -3.4059 1.2166 0.9029 0.345
H -1.8949 1.8331 1.6063 0.331
H -2.2517 -0.0880 1.4549 0.302
H 1.8476 1.0982 -0.7813 0.283
H 2.1266 -1.7506 -0.4329 0.312
H -0.6021 -1.9541 -0.6755 0.270
H 0.3403 -1.6305 -2.0914 0.271
```

---

12.
Molecular formula: C3H10N3S2
Method: DFT, the ωB97M-V functional and the def2-TZVPD basis

As for the total charge: +1. For the LUMO energy (alpha / beta), the calculation gives -3.8 / -5.1 eV. As for the frontier orbital gap (alpha / beta): 0.3080 / 0.2217 Eh. The value obtained for the HOMO energy (alpha / beta) is -12.166 / -11.112 eV. Its multiplicity is 1.

Structure (XYZ):
```
18
Properties=species:S:1:pos:R:3:mulliken_charge:R:1
C 0.3300 -0.7522 -0.0569 0.672
C -0.9865 1.1831 2.8728 -1.035
C -0.1097 0.9978 1.6673 -0.064
N -0.0643 -2.0156 -0.3366 -0.422
N 1.5329 -0.3683 -0.4760 -0.359
N -0.4062 -0.0641 0.8606 -0.143
S -0.5230 0.7950 -4.8929 -0.072
S 0.4210 0.6074 -3.1546 -0.108
H -1.7152 2.0548 2.7504 0.264
H -1.5109 0.3124 2.9864 0.353
H -0.4585 1.5439 3.7594 0.315
H 0.8534 1.4545 1.6088 0.335
H 0.5277 -2.5743 -1.0701 0.248
H -0.9136 -2.4126 -0.2384 0.186
H 1.7635 -0.8917 -1.2474 0.223
H 1.9803 0.4937 -0.3732 0.201
H -1.1932 -0.6073 1.1756 0.191
H 0.4722 0.2432 -5.8350 0.215
```

---

13.
Molecular formula: C3H10N3Si
Method: DFT, the ωB97M-V functional and the def2-TZVPD basis

As for the total charge: +1. For the LUMO energy (alpha / beta), the calculation gives -4.6 / -4.6 eV. As for the frontier orbital gap (alpha / beta): 0.3245 / 0.3246 Eh. The value obtained for the HOMO energy (alpha / beta) is -13.410 / -13.410 eV. Its multiplicity is 1.

Structure (XYZ):
```
17
Properties=species:S:1:pos:R:3:mulliken_charge:R:1
C 1.5416 -1.1815 -1.1339 -0.755
C -1.4020 1.6097 0.6978 -0.948
C -0.9329 -1.1929 2.2824 -1.030
N 1.0353 1.3045 -2.6794 -0.022
N 0.6249 -0.1889 -0.4995 -0.125
N 0.2164 1.2163 -1.9193 0.202
Si -0.5185 -0.1004 0.6598 0.404
H 1.2277 -1.3221 -2.2048 0.285
H 2.6224 -0.8107 -1.1834 0.307
H 1.3852 -2.1620 -0.8210 0.339
H -1.6094 1.8927 1.8123 0.310
H -0.5582 2.2015 0.3302 0.306
H -2.2618 1.8060 0.0467 0.365
H -0.4170 -0.7698 3.1541 0.364
H -1.9654 -1.1339 2.7454 0.353
H -0.8208 -2.2699 1.9397 0.299
H 1.8325 1.1016 -3.2273 0.348
```

---

14.
Molecular formula: C3H10N4
Method: DFT, the ωB97M-V functional and the def2-TZVPD basis

As for the total charge: +2. For the LUMO energy, the calculation gives -8.2 eV. As for the frontier orbital gap: 0.3090 Eh. The value obtained for the HOMO energy is -16.587 eV. Its multiplicity is 1.

Structure (XYZ):
```
17
Properties=species:S:1:pos:R:3:mulliken_charge:R:1
C 3.9802 0.3203 -1.2606 0.204
C 4.0738 -0.7684 0.7394 -0.286
C 5.5730 1.3681 0.5865 -0.742
N 3.1736 -0.7415 -1.2527 -0.218
N 4.6140 0.3506 0.0934 0.110
N 3.1406 -1.3317 -0.1972 -0.103
N -8.5116 0.1475 0.1499 -0.534
H 4.0483 1.2779 -1.8683 0.358
H 4.6632 -1.7323 0.8734 0.335
H 3.5260 -0.5503 1.7063 0.371
H 5.5764 1.6292 1.6216 0.352
H 6.6967 1.0629 0.4288 0.303
H 5.2247 2.3092 0.1667 0.316
H -9.2646 -0.4253 0.5081 0.382
H -8.3733 -0.1128 -0.8291 0.389
H -7.7300 0.0291 0.7368 0.358
H -8.8316 1.1456 0.0641 0.405
```

---

Relative energy (zero: lowest compared OMol25 entry of this formula, charge and spin): 2.632, 0.999, 0.159, 1.713, 5.845, 3.624, 4.242, 1.638, 6.134, 0.909, 3.374, 2.757, 3.322, 2.435 (eV)